ORCA calculation (ωB97M-V/def2-TZVPD) on a cluster of 10 separate species, C48H82N10P in total at a distorted geometry.

Structure (XYZ):
```
141
Properties=species:S:1:pos:R:3:forces:R:3
C 3.88544 0.27257 0.64342 0.21 -0.41 0.09
C 2.75420 -0.42777 1.51408 0.52 1.09 -0.97
P 0.99886 0.00911 1.00090 -2.04 -2.14 0.24
C 0.68517 1.83804 1.29015 1.48 1.34 -0.32
C 1.44991 2.83605 0.31701 -0.39 0.31 -0.14
N 0.67370 -0.47517 -0.60697 0.56 0.48 1.05
C -0.43809 -1.45985 -0.58547 0.14 1.04 0.79
C -1.75418 -0.78391 -0.04782 -1.04 -0.34 0.40
C -2.52471 -1.49812 0.95916 -1.50 2.02 -0.06
C -3.73903 -0.91829 1.54873 1.84 1.65 -2.48
C -4.14082 0.42137 1.04167 0.66 -0.81 -0.16
C -3.41133 1.14101 0.00680 1.28 -2.93 1.21
C -2.19964 0.51547 -0.53633 -1.16 0.36 0.55
C -1.45414 1.33080 -1.65643 -0.36 -0.95 0.95
H 4.33246 -0.51685 -0.01979 -0.09 0.91 0.63
H 3.51160 1.07261 -0.03694 0.10 -0.63 0.61
H 4.67939 0.73082 1.28920 -0.45 -0.46 -0.56
H 2.86021 -1.53125 1.35127 -0.40 0.95 0.38
H 2.83672 -0.20970 2.61179 0.07 -0.17 -0.96
H 1.01382 2.09614 2.33883 -0.32 -0.43 -0.81
H -0.40286 2.11478 1.24590 0.82 -0.90 -0.06
H 0.77165 3.71676 0.13161 0.84 -0.50 0.09
H 2.42821 3.20365 0.73518 -0.95 -0.36 -0.33
H 1.65537 2.37490 -0.68488 -0.26 0.26 0.88
H -0.12777 -2.31206 0.09258 -0.91 0.43 -0.60
H -0.66360 -1.87594 -1.60113 0.40 0.36 0.55
H -2.21493 -2.50425 1.31128 0.01 0.86 -0.38
H -4.27505 -1.49292 2.33281 0.18 0.75 -0.66
H -5.05264 0.91642 1.44728 0.75 -0.52 -0.15
H -3.70426 2.14191 -0.37226 0.10 -1.01 0.49
H -2.15668 2.02215 -2.18138 0.39 -0.73 0.38
H -1.00981 0.56197 -2.33804 -0.03 1.14 0.45
H -0.67259 1.94883 -1.14915 -0.33 -0.71 -0.72
C -6.73271 5.41720 -0.73891 0.00 0.01 -0.08
C -7.51690 4.34156 -1.47417 -0.19 0.23 0.11
C -6.86209 2.96100 -1.37409 0.38 0.31 -0.37
C -5.50608 3.01460 -1.97436 -0.68 -0.37 0.32
N -4.45540 3.05594 -2.43166 -0.01 0.25 -0.23
H -5.73672 5.54921 -1.16378 -0.02 -0.05 0.08
H -7.24547 6.37728 -0.81121 0.03 -0.04 0.06
H -6.62404 5.16872 0.32026 0.03 0.06 -0.03
H -7.61583 4.62925 -2.52490 -0.01 -0.14 0.01
H -8.52639 4.28999 -1.05957 0.04 -0.08 -0.05
H -7.45953 2.21603 -1.90281 0.15 -0.05 0.00
H -6.77961 2.64787 -0.33003 0.13 -0.02 -0.04
C -1.94944 0.85722 7.18010 -0.01 -0.03 0.10
C -2.13047 -0.31444 6.22064 0.02 0.10 0.27
C -2.08404 0.10634 4.74923 -0.50 0.19 0.19
C -3.17786 1.07034 4.46495 0.25 -0.11 -0.31
N -4.02594 1.81815 4.24398 0.28 -0.25 0.24
H -2.75374 1.58886 7.07697 0.05 -0.01 -0.07
H -1.95990 0.50708 8.21461 0.04 0.03 -0.03
H -0.99770 1.36490 7.00301 -0.05 0.00 0.01
H -3.08454 -0.80440 6.43517 0.05 -0.03 -0.09
H -1.34312 -1.04962 6.40418 -0.04 -0.01 -0.14
H -2.20348 -0.76422 4.10190 0.02 0.19 -0.17
H -1.12412 0.57059 4.51316 -0.09 0.01 -0.14
C -2.21444 5.81989 3.50957 0.01 -0.01 0.04
C -2.46167 4.67467 2.53360 -0.03 0.06 0.30
C -2.39491 5.11500 1.06835 -0.48 0.23 0.13
C -3.43208 6.14588 0.79238 0.51 -0.43 -0.15
N -4.24030 6.93446 0.57908 0.06 0.03 0.14
H -2.97771 6.59667 3.42033 0.04 0.00 -0.06
H -2.24225 5.45426 4.53779 0.03 0.00 -0.04
H -1.23612 6.27769 3.33785 -0.04 0.01 0.02
H -3.43989 4.23429 2.74311 0.09 -0.09 -0.09
H -1.71615 3.89429 2.70317 -0.07 -0.03 -0.16
H -2.56452 4.25852 0.41182 -0.02 0.10 -0.07
H -1.41184 5.53040 0.83586 -0.07 0.04 -0.06
C -7.77790 7.81832 2.93831 0.02 0.02 0.05
C -8.21595 8.76905 1.82963 0.29 -0.07 0.18
C -9.64153 8.49560 1.33823 0.30 -0.39 -0.19
C -9.73270 7.11945 0.79096 -0.27 0.71 0.24
N -9.80328 6.05469 0.37149 -0.03 -0.16 0.00
H -7.75690 6.78211 2.59443 -0.04 0.04 0.00
H -6.77086 8.06793 3.27572 -0.05 -0.02 -0.02
H -8.45031 7.88169 3.79819 0.02 -0.04 -0.03
H -7.51479 8.68697 0.99473 -0.09 0.04 -0.01
H -8.15850 9.79667 2.19752 -0.10 0.00 -0.10
H -9.91373 9.20689 0.55623 -0.08 -0.13 -0.02
H -10.35750 8.60135 2.15605 -0.01 -0.11 -0.05
C 5.34562 -3.21714 -3.95719 0.04 -0.02 -0.03
C 5.18975 -3.90560 -2.60630 0.01 0.24 -0.15
C 5.10546 -2.91481 -1.44059 0.58 0.10 -0.20
C 6.34796 -2.10163 -1.36994 -0.68 -0.18 0.25
N 7.30830 -1.47314 -1.31530 0.05 -0.10 -0.10
H 6.27499 -2.64439 -4.01292 -0.05 0.04 0.04
H 5.37187 -3.95767 -4.75930 -0.09 0.03 0.02
H 4.51114 -2.53799 -4.14910 0.05 -0.02 0.00
H 6.03324 -4.58572 -2.45405 -0.08 -0.01 0.10
H 4.28891 -4.51253 -2.62098 0.07 0.13 0.17
H 4.98100 -3.45084 -0.49793 0.06 0.18 0.05
H 4.24938 -2.24669 -1.56497 0.07 0.05 0.05
C 8.45981 -0.25057 4.21519 0.10 -0.01 0.06
C 8.84751 -0.57772 2.77669 0.05 0.06 0.30
C 7.66984 -0.47764 1.80335 -0.04 -0.43 0.29
C 6.60654 -1.43716 2.18967 0.28 0.51 -0.43
N 5.78800 -2.18389 2.49018 0.06 -0.11 0.06
H 7.72126 -0.95557 4.60221 -0.03 0.05 -0.07
H 9.33441 -0.30611 4.86715 -0.04 0.05 -0.01
H 8.04449 0.75785 4.28941 -0.01 -0.05 0.01
H 9.26927 -1.58607 2.74353 -0.03 0.05 -0.11
H 9.63358 0.11033 2.45480 -0.06 -0.04 -0.11
H 7.99831 -0.70692 0.78903 -0.20 -0.01 0.00
H 7.25622 0.53318 1.80467 -0.10 -0.08 0.00
C 7.40439 -6.49097 -5.47182 0.05 0.01 -0.01
C 7.22748 -7.77266 -4.66616 0.25 0.23 0.02
C 5.78476 -8.28635 -4.67288 -0.09 0.62 0.39
C 4.88812 -7.26428 -4.07193 0.17 -0.64 -0.26
N 4.19899 -6.47195 -3.60792 -0.08 -0.36 -0.19
H 6.81726 -5.66973 -5.05581 -0.01 -0.06 -0.03
H 8.45048 -6.17806 -5.46339 -0.04 -0.01 -0.03
H 7.10179 -6.63805 -6.51214 0.00 0.00 0.04
H 7.55068 -7.59258 -3.63646 -0.10 -0.05 0.00
H 7.87957 -8.54250 -5.07678 -0.13 -0.03 0.09
H 5.71120 -9.20962 -4.09550 -0.13 0.06 -0.02
H 5.45550 -8.49751 -5.68969 -0.01 0.05 0.08
C 10.31711 -9.92183 -8.69191 0.05 0.02 0.00
C 10.13973 -11.20381 -7.88528 0.24 0.21 -0.11
C 8.69527 -11.71248 -7.88465 -0.04 0.44 0.34
C 7.79668 -10.69537 -7.28186 0.18 -0.65 -0.34
N 7.10604 -9.90626 -6.81624 0.06 -0.18 -0.25
H 9.73498 -9.09882 -8.27214 -0.03 -0.06 -0.03
H 11.36379 -9.61318 -8.68874 -0.05 -0.02 -0.04
H 10.00881 -10.06624 -9.73057 0.01 0.04 0.04
H 10.46890 -11.02563 -6.85817 -0.07 -0.11 -0.02
H 10.78872 -11.97870 -8.30055 -0.11 -0.06 0.07
H 8.62139 -12.63587 -7.30758 -0.13 0.06 -0.01
H 8.36177 -11.92223 -8.90303 -0.07 0.06 0.06
C -7.47503 2.48087 3.10453 0.05 -0.17 -0.03
C -8.74885 1.84177 2.55989 0.35 -0.01 0.11
C -9.86929 2.86257 2.35213 0.01 -0.01 0.49
C -10.21944 3.50619 3.64474 -0.04 -0.11 -0.73
N -10.49000 4.00191 4.64414 0.00 0.00 0.06
H -7.63706 2.92439 4.08904 -0.02 0.03 -0.06
H -6.68776 1.73339 3.21265 0.03 0.11 -0.01
H -7.11082 3.26204 2.43069 0.01 -0.01 0.05
H -9.08020 1.05898 3.24778 -0.07 0.03 -0.08
H -8.52589 1.35567 1.60619 -0.13 0.03 0.00
H -10.75767 2.37376 1.94762 -0.05 0.14 0.06
H -9.55415 3.63376 1.64476 -0.09 0.07 0.09
```
Forces are in eV/Å.

Computed properties:
Kohn-Sham gap: 3.86 eV
total charge: -1
E_HOMO: -2.5 eV